C32H44AsN6O3Pd | ωB97M-V/def2-TZVPD

Properties
highest occupied orbital energy (spin up / spin down) = -0.576 / -0.570 Ha
charge = +3
2S+1 = 5
frontier orbital gap (spin up / spin down) = 8.14 / 3.16 eV

The geometry in XYZ format:
```
87
C32H44AsN6O3Pd, DFT ωB97M-V/def2-TZVPD
Pd -1.662 -2.861 -0.517
N -0.249 -3.042 -2.129
C -0.365 -4.436 -2.587
C -0.176 -5.389 -1.394
N -1.054 -4.959 -0.231
C -0.308 -4.884 1.095
C 0.496 -3.599 1.343
N -0.397 -2.447 1.241
C -2.303 -5.777 -0.085
C -3.305 -5.029 0.823
N -3.310 -3.582 0.644
H -0.276 -2.309 -2.878
H 0.691 -2.875 -1.697
H 0.383 -4.641 -3.398
H -1.363 -4.538 -2.989
H 0.910 -5.345 -1.065
H -0.451 -6.400 -1.765
H 0.414 -5.773 1.232
H -1.068 -5.024 1.870
H 1.208 -3.448 0.530
H 1.065 -3.550 2.315
H 0.114 -1.519 1.106
H -0.998 -2.231 2.099
H -2.163 -6.764 0.391
H -2.664 -6.038 -1.113
H -3.127 -5.316 1.881
H -4.319 -5.408 0.545
H -3.377 -3.146 1.578
H -4.136 -3.194 0.122
C 4.203 7.523 1.362
C 3.256 7.356 0.317
C 2.773 6.097 -0.083
C 3.244 4.949 0.567
C 4.277 5.125 1.534
C 4.832 6.401 1.809
As 2.208 3.276 0.212
C 2.642 2.377 2.041
C 2.422 3.032 3.272
C 2.625 2.340 4.465
C 3.040 1.018 4.495
C 3.228 0.360 3.255
C 2.977 1.001 2.029
C 3.401 2.284 -0.922
C 4.802 2.226 -0.767
C 5.599 1.545 -1.652
C 5.008 0.754 -2.652
C 3.596 0.710 -2.828
C 2.839 1.466 -1.907
H 4.286 8.493 1.761
H 2.831 8.240 -0.182
H 2.024 6.082 -0.879
H 4.673 4.251 2.067
H 5.641 6.414 2.544
H 1.953 4.009 3.243
H 2.318 2.792 5.452
H 3.131 0.547 5.442
H 3.469 -0.672 3.348
H 3.182 0.507 1.094
H 5.262 2.788 0.023
H 6.654 1.628 -1.497
H 5.670 0.162 -3.333
H 3.153 0.033 -3.631
H 1.743 1.434 -1.924
C -2.229 1.604 0.743
C -3.751 1.374 0.548
C -4.142 0.752 -0.806
C -5.689 0.767 -1.031
C -6.084 0.218 -2.445
C -3.517 1.463 -2.012
O -4.004 2.449 -2.630
N -2.336 0.867 -2.486
C -1.713 -0.304 -2.057
O -0.543 -0.494 -2.390
N -2.482 -1.053 -1.164
C -3.739 -0.722 -0.817
O -4.531 -1.536 -0.337
H -2.088 2.006 1.756
H -1.713 2.255 0.024
H -1.764 0.595 0.728
H -4.191 2.380 0.687
H -4.098 0.712 1.367
H -5.987 1.832 -0.991
H -6.127 0.066 -0.299
H -5.804 0.967 -3.198
H -7.180 0.234 -2.409
H -5.683 -0.800 -2.624
H -1.773 1.343 -3.199
```



C32H45B2N12PTeV | ωB97M-V/def2-TZVPD

Properties
highest occupied orbital energy (spin up / spin down) = -0.371 / -0.372 Ha
charge = +1
2S+1 = 3
energy relative to the best compared isomer or geometry (same formula, charge and spin) = 50.6 kJ/mol
frontier orbital gap (spin up / spin down) = 6.01 / 6.96 eV

The geometry in XYZ format:
```
94
C32H45B2N12PTeV, DFT ωB97M-V/def2-TZVPD
V -0.127 0.412 0.476
C 0.553 -3.076 1.927
C 0.159 -2.827 0.522
C 0.081 -3.800 -0.494
C -0.563 -3.151 -1.577
N -0.946 -1.925 -1.172
N -0.403 -1.656 0.074
B -1.700 -0.959 -2.060
N -0.767 -0.022 -2.780
C -0.671 0.176 -4.137
C 0.307 1.094 -4.402
C 0.830 1.435 -3.123
C 2.026 2.360 -2.993
N 0.174 0.750 -2.132
N -2.542 -0.145 -1.129
C -3.896 -0.006 -1.183
C -4.284 0.792 -0.078
C -3.097 1.144 0.576
C -3.107 2.053 1.746
N -2.018 0.650 -0.070
N -2.683 -1.874 -2.795
C -3.138 -1.939 -4.074
C -4.241 -2.798 -4.136
C -4.393 -3.268 -2.792
C -5.348 -4.217 -2.172
N -3.480 -2.661 -2.013
H -0.312 -3.471 2.467
H 0.876 -2.139 2.408
H 1.326 -3.821 1.997
H 0.430 -4.796 -0.520
H -0.917 -3.517 -2.536
H -1.290 -0.400 -4.772
H 0.616 1.517 -5.350
H 2.180 2.830 -3.965
H 2.905 1.780 -2.721
H 1.874 3.155 -2.246
H -4.450 -0.549 -1.917
H -5.263 1.103 0.196
H -3.892 1.703 2.403
H -3.393 3.074 1.425
H -2.141 2.075 2.250
H -2.705 -1.338 -4.843
H -4.866 -3.091 -4.946
H -6.110 -4.482 -2.885
H -5.774 -3.765 -1.267
H -4.841 -5.124 -1.853
B 0.710 1.983 3.897
N -0.167 0.763 3.668
C -0.782 0.147 4.721
C -1.638 -0.804 4.251
C -1.535 -0.729 2.845
N -0.562 0.178 2.491
N 1.181 2.503 2.574
C 2.194 3.414 2.491
C 2.614 3.512 1.201
C 1.800 2.559 0.505
N 0.981 1.926 1.342
H 1.697 1.618 4.571
H 0.142 2.831 4.576
H -0.482 0.423 5.706
H -2.248 -1.459 4.836
H -2.123 -1.328 2.154
H 2.557 3.884 3.403
H 3.376 4.164 0.803
H 1.744 2.417 -0.571
C 4.282 0.684 -0.354
P 2.914 -0.513 -0.003
C 3.142 -1.901 -1.197
C 3.634 -1.315 1.453
C 4.421 -2.488 1.447
C 4.809 -3.057 2.649
C 4.537 -2.439 3.873
C 3.834 -1.220 3.861
C 3.344 -0.682 2.663
H 5.207 0.191 -0.567
H 4.419 1.352 0.504
H 4.024 1.269 -1.235
H 4.185 -2.007 -1.471
H 2.541 -1.621 -2.088
H 2.731 -2.816 -0.782
H 4.758 -2.899 0.499
H 5.285 -4.053 2.639
H 4.766 -2.914 4.813
H 3.621 -0.667 4.785
H 2.738 0.240 2.682
C 0.109 5.322 -0.524
Te -1.159 3.560 -0.510
C -2.255 3.937 -2.370
H 0.809 5.234 -1.351
H 0.674 5.399 0.419
H -0.526 6.212 -0.639
H -2.907 4.800 -2.251
H -2.840 3.031 -2.556
H -1.537 4.072 -3.189
```